# 1
The following is a quantum chemistry calculation of a molecular structure, C28H36N2O2S2, from the Open Molecules 2025 dataset.

The geometry in XYZ format:
```
70
C28H36N2O2S2 ωB97M-V with the def2-TZVPD basis set
S 2.92537 -1.56137 2.42719
S 1.81348 0.87787 1.95278
O 2.69933 -3.11049 -5.19848
O 0.24334 -1.22510 1.73196
N 3.26832 -2.86003 -1.73036
N 4.10018 -3.90862 -3.54492
C 3.02039 -3.19665 -4.01869
C 6.24213 -2.81598 -0.52610
C 2.85082 -2.78435 -0.42167
C -0.83616 -0.22736 1.88304
C 0.95388 -3.23284 -2.59842
C 1.17606 -5.48942 -1.47009
C -2.15536 -0.94436 2.10971
C 1.08314 -6.77755 -3.94965
C 1.34156 -6.87775 -1.54558
C 6.93823 -3.80773 -2.65801
C 5.97456 -3.55062 4.74651
C 0.93466 -5.39540 -3.86943
C -1.01164 0.69952 0.72190
C 3.18992 -3.26537 2.03860
C 3.42319 -3.47868 0.57567
C 6.23182 -5.33138 3.12645
C 5.86863 -2.95545 -1.99133
C 4.69588 -4.90845 -4.39608
C 4.45637 -3.64919 -2.15284
C 6.64850 -4.70061 4.29899
C 5.80642 -1.58449 -2.65678
C 4.41177 -3.72648 2.89301
C 1.30160 -7.52497 -2.78687
C 2.32310 -2.59762 -2.80855
C 1.02744 -4.73775 -2.63500
C 4.87854 -3.04794 4.01833
C 1.49708 -0.75105 1.90653
C 5.10194 -4.86495 2.46224
H 6.30747 -3.05320 5.65276
H 5.41578 -5.50266 -3.82816
H -1.21423 0.14051 -0.20045
H 0.33047 -2.89047 -3.43240
H 2.24088 -1.51892 -2.97670
H 3.91382 -5.57622 -4.79021
H 7.22870 -2.33853 -0.45283
H 0.77280 -4.80680 -4.77701
H 4.47338 -4.61832 -1.61942
H -0.62312 0.36422 2.78152
H 1.03309 -7.26547 -4.92572
H 5.53066 -2.19211 0.01945
H 5.10352 -0.92626 -2.13688
H -2.17509 -1.46445 3.06934
H 4.76160 -5.38579 1.56867
H 1.49922 -7.44897 -0.63082
H 5.20173 -4.42006 -5.24165
H -1.88022 1.34282 0.93285
H -0.14108 1.34671 0.56912
H 4.41630 -2.12538 4.37162
H 7.92942 -3.41773 -2.39502
H -2.97145 -0.20819 2.14321
H 6.87381 -3.77756 -3.74808
H 6.75313 -6.18607 2.69794
H -2.39764 -1.63916 1.29978
H 4.16186 -4.23402 0.31576
H 1.94087 -2.18814 -0.29778
H 2.30244 -3.86368 2.32673
H 7.49494 -5.10517 4.84536
H 6.89761 -4.84951 -2.31772
H 1.18661 -4.98192 -0.50103
H 6.80022 -1.12233 -2.60807
H 1.42283 -8.60818 -2.84791
H 0.50157 -2.86467 -1.67548
H 5.52142 -1.66429 -3.71255
H 6.31836 -3.79571 -0.03786
```

Output
Multiplicity: 1
Orbital gap, eV: 8.100
Lowest unoccupied orbital energy, eV: 0.247
E_HOMO, eV: -7.853

Mulliken population analysis, charges in e, atoms 1 to 4:
1 S -0.312
2 S -0.303
3 O -0.717
4 O -0.327

# 2
The following is a quantum chemistry calculation of a molecular structure, C28H36N3O5SSn, from the Open Molecules 2025 dataset.

The geometry in XYZ format:
```
74
C28H36N3O5SSn ωB97M-V with the def2-TZVPD basis set
Sn -0.55196 0.10317 -1.53499
S -0.91880 0.33812 -4.09485
O 1.53495 0.57272 -1.46927
O -2.03688 -1.64144 -1.60737
O -2.28854 -3.81208 -2.14288
O 2.72213 -5.21783 -1.95466
O 3.64270 -0.19012 -1.57560
N -2.19155 -1.95748 -4.62860
N 0.54049 -1.79651 -1.73039
N -3.50100 -0.23183 -3.80001
C -2.29121 -0.71169 -4.18122
C -4.60717 -0.99800 -3.75267
C -4.51742 -2.29928 -4.13902
C 2.16230 2.92174 1.02154
C -0.10659 -2.95507 -1.83388
C -1.62124 -2.83532 -1.86544
C 2.63409 -2.88997 -1.79643
C 3.02570 -0.88900 1.67690
C -2.86259 1.73243 2.57212
C 1.87286 -1.75135 -1.71946
C 2.58107 0.54074 3.73766
C 1.96698 -4.11432 -1.89121
C 1.02730 1.92125 1.18782
C -0.33928 0.06949 1.69211
C -2.60384 1.20905 1.12319
C 3.57474 2.35204 0.86438
C 0.57070 -4.14826 -1.91711
C -1.12464 1.13325 1.09738
C 1.28381 -1.51084 3.30438
C 2.11595 3.85899 2.25183
C -0.22427 2.22536 0.78747
C -3.28747 -0.15006 0.96116
C 1.95722 -0.31224 2.62314
C 0.93514 0.48927 1.84673
C -3.16592 2.22320 0.12728
C -3.26598 -2.72932 -4.58921
C 2.44780 -0.35504 -1.58743
C 1.89183 3.77497 -0.23052
H -3.53452 0.73635 -3.50623
H 3.08346 1.42832 3.37238
H -4.25514 2.20607 0.17680
H -3.00135 -0.84600 1.75007
H 0.49716 -1.19908 3.99359
H 3.31704 -0.06308 4.27041
H 2.33284 3.33785 3.18286
H -2.40559 2.70826 2.73653
H 0.86385 -2.20967 2.57851
H -4.36692 -0.00602 1.03011
H -5.36969 -2.95859 -4.10205
H -3.94195 1.82752 2.69478
H 1.81861 0.85233 4.45447
H 2.03593 -2.05137 3.87931
H -0.76231 -0.83912 2.08143
H 3.91699 1.78490 1.72319
H 2.56340 -1.59987 0.98883
H 3.76040 -1.43345 2.27330
H 0.00801 -5.06822 -2.00898
H 1.73570 3.14223 -1.10423
H 1.13672 4.33028 2.34341
H -0.53833 3.15292 0.34179
H -5.51588 -0.52361 -3.41184
H -3.06155 -0.61199 0.00171
H 3.65999 1.73365 -0.02891
H 2.86591 4.64094 2.12018
H -2.84095 3.24022 0.34738
H -2.85894 1.97804 -0.89170
H 3.54970 -0.14605 1.08860
H -2.48832 1.03558 3.32141
H 2.17171 -6.00731 -2.03412
H 1.03801 4.44182 -0.10407
H 4.25756 3.19474 0.74748
H 3.71280 -2.83022 -1.78492
H 2.76393 4.40031 -0.42100
H -3.12971 -3.74745 -4.93336
```

Output
Multiplicity: 1
Total charge: +1
Orbital gap, eV: 6.027
Lowest unoccupied orbital energy, eV: -4.977
E_HOMO, eV: -11.004

Mulliken population analysis, charges in e, atoms 1 to 4:
1 Sn 0.894
2 S -0.491
3 O -0.658
4 O -0.342

# 3
The following is a quantum chemistry calculation of a molecular structure, C28H36N6O3OsP2, from the Open Molecules 2025 dataset.

The geometry in XYZ format:
```
76
C28H36N6O3OsP2 ωB97M-V with the def2-TZVPD basis set
Os 0.27408 -0.07464 -0.13454
P 2.01259 -1.01735 -2.73546
P 1.09211 -1.30107 1.63729
O 0.39265 -2.61708 2.10343
O 2.57719 -1.67136 1.25571
O 1.15102 -0.47727 2.98305
N -2.64272 -1.10228 0.45323
N -0.13641 3.50766 2.12319
N 2.18046 3.48290 1.45206
N 0.64278 1.82650 0.54585
N 0.47441 4.17045 -0.10991
N 0.93669 -0.21753 -1.72259
C 3.25250 -4.77000 -1.83843
C 3.40956 -2.47112 2.14280
C -0.22319 -3.65737 1.30790
C -0.31311 2.14962 1.71155
C 0.86175 -3.47560 -2.44905
C 4.17177 -0.16775 -1.26716
C 2.06004 2.12109 1.02188
C 0.22312 0.48186 -6.03919
C 0.32190 2.82751 -0.57243
C 0.65036 0.33134 -4.73068
C 1.85312 4.38380 0.34164
C -1.56681 -0.76209 0.19166
C 1.25035 -1.61886 -6.63638
C 0.52388 -0.48812 -6.98697
C 0.87409 -4.84351 -2.24364
C 3.61135 -0.25637 -2.54557
C 1.24787 3.72779 2.55630
C 5.42174 0.40373 -1.11524
C 0.47401 -0.82643 4.22623
C 2.06926 -5.48751 -1.93360
C 3.25512 -3.39720 -2.05133
C 2.05697 -2.75332 -2.34667
C 1.67861 -1.78695 -5.32948
C 5.55207 0.78850 -3.49467
C 4.29582 0.21932 -3.66163
C -0.44131 4.41326 1.00977
C 6.10843 0.88026 -2.22832
C 1.37859 -0.80685 -4.38035
H -0.06299 -2.97433 -2.71495
H -0.70410 2.63726 -0.89105
H 6.09140 1.16080 -4.35492
H -0.34934 1.35530 -6.32109
H 1.96552 5.41490 0.67020
H 0.72688 -1.83933 4.52274
H -0.04178 -5.41168 -2.33941
H 1.01158 2.62093 -1.39138
H -0.60296 -0.73945 4.09555
H 2.53877 4.20290 -0.48739
H -0.16672 -4.56232 1.90432
H 1.47581 -2.37369 -7.37735
H 5.87051 0.47660 -0.13290
H 2.95620 -3.44796 2.29068
H 4.36795 -2.57073 1.64555
H 0.18400 -0.36454 -8.00663
H 2.27638 1.43870 1.84368
H 0.31886 -3.79920 0.37133
H -1.32925 1.98285 1.35558
H -0.33460 5.44229 1.34662
H 3.85175 0.15178 -4.64626
H 1.35443 4.75481 2.89940
H 0.41187 1.08153 -3.98862
H 2.23259 -2.67453 -5.04860
H -1.46977 4.25590 0.68376
H 0.82875 -0.11490 4.96380
H -1.26037 -3.39249 1.11956
H 2.07602 -6.55883 -1.78147
H -0.07933 1.46902 2.52892
H 4.18132 -5.27774 -1.61534
H 4.18355 -2.84283 -1.99711
H 2.73660 1.92333 0.19011
H 7.08698 1.32485 -2.10265
H 1.47961 3.05590 3.38368
H 3.63520 -0.55837 -0.41040
H 3.53079 -1.95622 3.09357
```

Output
Multiplicity: 1
Total charge: +2
Orbital gap, eV: 7.022
Lowest unoccupied orbital energy, eV: -7.446
E_HOMO, eV: -14.467

Mulliken population analysis, charges in e, atoms 1 to 4:
1 Os 1.586
2 P 2.320
3 P 0.294
4 O -0.300

# 4
The following is a quantum chemistry calculation of a molecular structure, C28H37BBrN9V, from the Open Molecules 2025 dataset.

The geometry in XYZ format:
```
77
C28H37BBrN9V ωB97M-V with the def2-TZVPD basis set
Br 0.63413 1.31334 -3.24812
V 0.22897 0.51090 -0.92496
N 2.33513 -0.04519 -0.85756
N 2.10602 -3.36103 0.97693
N -0.21870 -1.43830 -1.32751
N 0.91906 -1.20642 1.52735
N 0.26743 -2.44532 -0.55051
N 2.52934 -1.30889 -0.38570
N 0.61734 0.07154 1.19788
N 2.14739 -4.52967 0.28206
N -1.19201 1.30541 -0.54783
C -3.67736 0.23641 0.76987
C 0.00019 5.29946 -0.22849
C 0.03622 2.17665 2.38074
C -3.80770 3.98421 1.28217
C 3.81280 -1.65979 -0.56453
C 3.62721 -4.61199 1.97493
C 0.33226 0.71733 2.32826
C -1.13681 4.40740 -2.29059
C -1.25845 -3.32844 -1.87494
C -1.75847 -1.20962 -3.27169
C -1.12430 -1.97031 -2.15908
C -2.67126 -0.70565 1.43159
C 4.47820 -0.60128 -1.13972
C 3.50995 0.39604 -1.30409
C -3.25152 1.69358 0.70316
C -4.07628 -0.27999 -0.61149
C -0.35789 -3.58561 -0.86052
C 0.76039 -1.38292 2.84840
C -1.85022 3.56043 -0.06322
C -4.06865 2.62567 1.33274
C 3.71603 1.76479 -1.85964
C 3.04165 -5.29255 0.88254
C 3.32283 -6.67275 0.38708
C 0.40439 -0.17586 3.40489
C -0.68040 4.08857 -0.86530
C 3.01583 -3.38834 1.98663
C -2.70906 4.44260 0.57635
C -2.11472 2.17259 0.01316
B 1.44296 -2.12401 0.39760
H -4.46512 4.68362 1.78263
H -1.79875 -0.86409 0.80098
H 0.33193 2.66770 1.45586
H 3.18871 -7.41017 1.17926
H -1.02596 2.36792 2.53855
H 2.64906 -6.91477 -0.43251
H -2.13017 -0.23392 -2.96824
H -0.29265 4.73214 -2.90128
H -2.51537 5.50624 0.52560
H -1.90374 -4.03315 -2.36962
H 0.90818 5.54395 -0.78217
H -4.57400 0.23046 1.39569
H -3.13954 -1.67765 1.60331
H 0.06675 3.29303 -0.93923
H 0.22402 0.04014 4.44385
H 0.92350 -2.34473 3.30233
H -4.89203 0.30804 -1.03479
H 5.51943 -0.54435 -1.40550
H 3.47102 1.79574 -2.91993
H -1.88381 5.20554 -2.27450
H 4.75712 2.05642 -1.72638
H -4.39081 -1.32438 -0.55672
H 3.08274 2.49753 -1.36039
H -3.22488 -0.21872 -1.28393
H -1.57256 3.52929 -2.76559
H -0.63796 6.18463 -0.25403
H -2.33317 -0.31972 2.39453
H 3.18267 -2.53016 2.61546
H -4.93773 2.26835 1.87309
H -0.08166 -4.50292 -0.37409
H 0.27328 5.11225 0.81188
H 4.38493 -4.96987 2.65128
H 4.34884 -6.75892 0.02642
H -2.58014 -1.79112 -3.68708
H 0.58820 2.63250 3.20327
H 4.16619 -2.63264 -0.26547
H -1.01846 -1.02723 -4.05137
```

Output
<S²>: 0.92
Multiplicity: 2
Orbital gap (alpha / beta), eV: 7.830 / 8.358
Lowest unoccupied orbital energy (alpha / beta), eV: -0.255 / 0.318
E_HOMO (alpha / beta), eV: -8.085 / -8.040

Mulliken population analysis, charges in e, atoms 1 to 4:
1 Br -0.525
2 V 0.103
3 N -0.213
4 N 0.400